9 unconnected molecules or ions with the total composition C28H59F3O34P2S6. Source: OMol25; level of theory: ωB97M-V/def2-TZVPD.

Values from the calculation:
**HOMO-LUMO gap**: 10.77 eV
**SMILES**: CCOC(=O)C(F)(F)F.CCOP(=O)(OCC)OCC.CCOP(=O)(OCC)OCC.O=S1(=O)OCCO1.O=S1(=O)OCCO1.O=S1(=O)OCCO1.O=S1(=O)OCCO1.O=S1(=O)OCCO1.O=S1(=O)OCCO1

Positions of all 132 atoms, in Å:
O 23.200 -13.491 11.422
C 27.453 -10.252 15.455
O 29.330 -16.075 11.319
H 21.015 -9.610 10.212
O 28.485 -11.235 15.553
O 20.713 -17.564 13.939
O 19.270 -15.284 2.423
H 21.315 -15.834 5.371
O 29.695 -12.264 13.659
O 22.619 -17.381 6.462
H 20.433 -8.305 15.298
O 24.122 -12.910 17.547
O 19.005 -17.209 12.059
H 29.760 -12.747 11.002
H 28.620 -16.269 15.249
O 20.209 -14.251 4.580
O 24.101 -19.109 6.773
O 19.674 -16.764 7.076
H 23.750 -14.467 13.055
C 24.015 -13.546 12.535
O 29.060 -13.659 15.670
H 27.500 -10.202 17.509
C 19.233 -14.846 11.957
H 22.759 -13.436 3.999
H 19.362 -12.513 14.373
H 18.937 -8.814 15.404
C 22.909 -8.764 10.345
H 21.829 -16.469 17.125
H 18.940 -13.902 12.416
H 27.311 -13.953 16.851
H 22.815 -12.291 13.678
C 22.520 -15.293 15.401
C 21.867 -9.736 10.879
C 26.697 -10.077 16.783
C 18.768 -15.706 7.141
C 30.182 -11.816 11.382
O 23.648 -18.538 4.316
H 27.942 -9.299 15.252
O 24.473 -15.272 18.126
H 31.181 -12.072 11.736
C 29.512 -11.304 12.683
H 20.593 -15.364 16.491
H 20.449 -7.731 12.916
H 19.121 -14.880 7.759
H 22.610 -7.716 10.319
H 24.167 -11.340 12.889
S 28.732 -17.328 10.351
C 23.181 -14.463 10.503
O 23.673 -15.579 10.620
C 28.466 -15.037 11.476
H 21.504 -14.202 6.120
H 22.361 -10.698 10.741
C 23.600 -18.879 8.030
H 18.603 -11.053 16.271
O 20.167 -11.799 12.047
H 17.502 -16.067 11.379
H 29.982 -10.370 12.990
C 22.940 -17.528 7.887
C 22.365 -14.035 9.226
O 20.446 -15.366 12.556
O 17.763 -17.533 8.115
H 23.377 -15.085 4.140
C 19.474 -8.043 14.853
O 23.738 -14.673 15.764
H 26.744 -10.455 14.652
H 18.731 -15.236 6.158
F 23.111 -14.085 8.150
H 24.408 -18.854 8.761
H 19.233 -7.053 15.242
H 21.070 -12.728 15.056
H 26.919 -16.021 12.830
H 16.760 -16.371 6.721
H 28.460 -11.031 12.609
O 20.687 -10.902 14.420
C 27.181 -15.873 11.782
P 28.450 -12.582 14.670
C 21.660 -15.493 16.670
C 23.861 -12.268 13.372
H 19.597 -14.710 10.938
H 16.962 -15.646 8.323
H 17.771 -15.892 13.151
O 27.332 -17.196 11.224
H 28.659 -14.896 17.333
O 22.157 -14.489 17.489
H 23.423 -8.952 9.402
H 22.900 -19.698 8.193
H 26.167 -9.131 16.892
C 19.528 -11.623 16.358
H 22.083 -14.735 14.573
C 18.244 -16.009 12.176
C 28.148 -14.522 16.446
O 29.470 -18.581 10.574
H 25.036 -13.718 12.193
S 19.127 -18.250 7.586
S 20.604 -17.045 12.557
O 20.253 -12.879 2.513
O 21.876 -19.692 5.679
O 18.846 -19.097 6.386
C 19.535 -8.103 13.379
O 21.821 -14.902 2.885
O 21.641 -9.694 12.290
H 20.259 -10.956 16.814
H 26.981 -15.533 15.013
P 20.413 -10.577 12.871
O 27.155 -12.922 14.070
H 22.752 -16.322 15.125
H 25.989 -10.892 16.935
S 23.790 -14.288 17.334
H 28.689 -14.352 12.294
H 26.319 -15.473 11.249
F 21.334 -14.880 9.053
H 27.329 -16.519 16.436
F 21.980 -12.793 9.281
O 19.230 -9.449 12.965
C 21.411 -14.763 5.190
H 23.552 -16.731 8.310
H 23.668 -8.744 11.128
S 22.986 -18.759 5.598
O 21.521 -17.539 11.515
C 27.756 -15.809 15.728
C 17.437 -16.275 7.570
C 22.470 -14.485 4.072
H 22.084 -17.531 8.562
H 18.754 -7.480 12.944
H 30.191 -10.950 10.720
C 20.167 -12.120 14.994
H 19.314 -12.390 17.103
S 20.250 -14.267 2.923
H 24.494 -12.354 14.256
O 19.969 -18.774 8.630
H 28.380 -14.527 10.517
O 28.592 -16.775 8.982

Mulliken atomic charge list, values in e, 6 entries:
1 O 0.172
2 C 0.062
3 O -0.475
4 H 0.363
5 O -0.247
6 O -0.632